The following is a quantum chemistry calculation of a molecular structure, C20H26BrN6OPbSi at a distorted geometry, from the Open Molecules 2025 dataset.

Structure (XYZ):
```
56
Properties=species:S:1:pos:R:3:lowdin_charge:R:1
Pb -1.47300 -0.35404 -0.55128 1.374
O -1.17999 1.90248 5.42434 0.180
C -1.25784 1.27800 4.27333 -0.260
C -1.37545 -0.11260 4.12049 0.057
C -1.43828 -0.63664 2.85798 -0.090
N -1.39823 0.13043 1.74249 -0.176
C -1.28729 1.45219 1.92814 -0.691
Br -1.22569 2.44071 0.29760 0.880
C -1.21127 2.09126 3.12533 0.023
H -1.21839 1.31556 6.19475 0.161
H -1.41285 -0.77006 4.97922 0.145
H -1.51568 -1.70722 2.71262 0.130
H -1.11408 3.16437 3.21651 0.149
C 1.71664 0.89403 -1.81516 0.023
C 1.71087 -0.31715 -0.95357 -0.320
N 0.63252 -0.92737 -0.43101 -0.158
C 1.08441 -2.01815 0.31885 -0.103
C 2.42903 -2.03680 0.24314 0.005
N 2.79718 -0.97519 -0.55551 0.025
C 4.20809 -0.57306 -0.80380 -0.029
N 4.50127 0.58865 -0.04692 -0.073
N 4.40100 0.50731 1.32013 0.060
N 4.65233 1.64926 1.82022 0.094
C 4.94424 2.53114 0.78438 -0.221
C 5.27182 3.89131 0.83496 0.008
C 5.49781 4.51904 -0.36437 -0.053
C 5.41020 3.81934 -1.59141 -0.051
C 5.09364 2.48069 -1.65372 -0.021
C 4.84750 1.86165 -0.42293 -0.190
H 0.72176 1.09380 -2.21938 0.067
H 2.38722 0.76648 -2.66490 0.106
H 2.05444 1.77075 -1.25792 0.103
H 0.42488 -2.69275 0.84002 0.114
H 3.15706 -2.69514 0.68715 0.151
H 4.36513 -0.37395 -1.86060 0.147
H 4.81647 -1.42356 -0.50600 0.150
H 5.33250 4.41485 1.77910 0.125
H 5.75980 5.56790 -0.37916 0.117
H 5.62051 4.35119 -2.50992 0.118
H 5.10481 1.94518 -2.59517 0.112
C -4.59946 -4.21540 -1.06665 -0.139
Si -4.84098 -2.53557 -1.73513 0.478
C -6.49058 -1.70462 -1.09690 -0.033
C -4.60783 -2.29894 -3.52811 -0.136
C -4.37895 -1.15967 -0.64618 -0.116
H -5.15336 -4.92934 -1.68304 0.069
H -4.97094 -4.30184 -0.04314 0.061
H -3.55271 -4.52836 -1.08335 0.056
H -7.06711 -2.47685 -1.63629 0.114
H -6.68635 -0.71495 -1.49752 0.080
H -6.70833 -1.74473 -0.03336 0.082
H -5.23528 -3.02017 -4.06049 0.070
H -3.57742 -2.48073 -3.84312 0.058
H -4.90191 -1.29825 -3.85185 0.061
H -4.45951 -1.26748 0.43944 0.058
H -4.60436 -0.13700 -0.95232 0.047
```

## Properties
Energy in eV: -115289.9536
Charge: +3
Energy above the lowest of the compared OMol25 structures with the same formula, charge and spin in kcal per mole: 102.7
Gap between HOMO and LUMO in eV: 4.182